# 1
Entry from OMol25: the molecule C22H20FN3O (ωB97M-V/def2-TZVPD).

## Properties
2S+1: 1
gap between HOMO and LUMO: 0.310 hartree
largest force on an atom: 5.245 eV Å⁻¹
energy relative to the best compared isomer or geometry (same formula, charge and spin): 43.2 kcal/mol
HOMO: -7.90 eV
SMILES: O=c1[nH]c2ccc(C#CCN3CCC(=Cc4ccc(F)cc4)CC3)cc2[nH]1

Last column: Mulliken charge in e.
Positions of all 47 atoms, in Å:
1 O 1.9691 -7.7574 -5.4096  -0.61
2 F 3.3887 5.3226 5.9040  -0.30
3 C -1.2563 -2.3507 -1.9864  -0.23
4 C -1.8919 -1.3643 -1.6301  -0.06
5 C 1.5876 -6.9373 -4.5924  0.17
6 C -0.1941 3.9689 1.8034  -0.83
7 C -0.4991 2.8044 1.0605  0.62
8 C 1.8886 5.9390 4.1651  -0.51
9 C 1.8865 3.6694 5.0028  -0.74
10 C 0.5420 -3.8112 -1.4554  -0.37
11 C 0.9146 5.5586 3.2195  -0.49
12 C 1.0092 3.2442 3.9959  -0.51
13 C 1.3062 -4.8940 -1.6583  -0.88
14 C -0.5389 -4.2353 -3.5603  -1.00
15 C 2.4176 4.9556 5.0891  0.33
16 C -0.4343 -3.4367 -2.3979  0.70
17 C 0.4724 4.2093 3.0929  0.95
18 C 1.1858 -5.6333 -2.8125  0.57
19 C 0.2689 -5.2845 -3.7993  0.57
20 N 1.9043 -6.7508 -3.2502  -0.24
21 N 0.4297 -6.2105 -4.8742  -0.22
22 N -1.6487 0.7336 -0.5996  -0.05
23 C -2.6094 -0.2213 -1.1124  -0.68
24 C -1.2965 3.1384 -0.2066  -0.67
25 C -0.2526 1.3960 1.4493  -0.10
26 C -2.2825 2.0553 -0.5977  -0.90
27 C -1.2764 0.4031 0.7957  -0.87
28 H -0.4894 4.8899 1.2428  0.11
29 H 2.2070 6.9594 4.4027  0.35
30 H 2.3524 3.0524 5.7018  0.41
31 H 0.7413 -3.3733 -0.4571  0.28
32 H 0.5265 6.2098 2.4730  0.32
33 H 0.7448 2.2086 4.0383  0.27
34 H 2.0327 -5.1079 -0.9207  0.42
35 H -1.4387 -3.9194 -4.1727  0.32
36 H 2.9356 -6.9177 -3.0343  0.30
37 H 0.1854 -5.9710 -5.8919  0.30
38 H -3.2812 0.2680 -1.8340  0.47
39 H -3.2237 -0.5827 -0.2695  0.34
40 H -0.4728 3.1557 -0.9805  0.24
41 H -1.8049 4.1086 -0.2019  0.36
42 H -0.1747 1.2519 2.5310  0.10
43 H 0.7442 1.1555 1.0445  0.33
44 H -3.1450 2.1310 0.0209  0.39
45 H -2.5715 2.2777 -1.6218  0.48
46 H -2.1598 0.3039 1.4201  0.43
47 H -0.6987 -0.6114 0.8740  0.15

Forces on the atoms, in the same order (eV/Å):
O 1.25 0.52 0.94
F 0.26 -0.21 0.70
C -1.75 2.32 -0.08
C 1.28 -2.73 -1.24
C -1.81 -2.16 -1.90
C -1.33 -2.52 -1.82
C -0.96 4.54 2.44
C -0.05 -1.01 1.54
C 0.88 1.40 -0.39
C -0.79 1.18 0.95
C 1.11 -1.18 1.51
C -0.22 1.86 0.39
C 1.07 -1.51 -0.77
C -3.55 2.95 -0.32
C -2.91 1.02 -3.69
C 1.15 -1.01 1.12
C 1.75 -0.18 -0.29
C 0.53 0.02 0.03
C 0.78 -1.30 -0.45
N 2.51 -0.06 -0.48
N -0.48 2.35 -0.42
N 0.07 1.09 1.23
C -0.12 -0.29 0.67
C 2.00 -1.09 -0.69
C 0.04 -0.40 -1.21
C 1.49 0.40 -0.96
C 2.21 -1.45 0.29
H 0.30 -0.69 0.82
H -0.14 -0.18 -0.77
H 0.23 -1.72 0.95
H -0.76 0.48 -0.99
H -0.06 0.85 -0.14
H -0.22 -0.30 -0.37
H 0.72 -0.59 0.54
H 1.45 -0.73 0.17
H -2.19 0.32 -0.08
H 0.63 -0.71 2.40
H 0.38 -0.35 0.03
H -0.35 0.06 -0.22
H -1.07 0.14 0.17
H 0.34 -0.19 0.30
H -0.33 -0.03 -0.30
H -0.15 -0.18 0.07
H -1.07 -0.23 0.82
H -0.28 -0.10 -0.13
H -0.43 0.09 0.21
H -1.40 1.50 -0.59

***

# 2
Entry from OMol25: a structure of composition C16H32BrCdN5O2S4Si (ωB97M-V/def2-TZVPD).

## Properties
2S+1: 1
gap between HOMO and LUMO: 0.185 hartree
largest force on an atom: 0.555 eV Å⁻¹
energy relative to the best compared isomer or geometry (same formula, charge and spin): 13.4 kcal/mol
HOMO: -0.70 eV
total charge: -2

Last column: Mulliken charge in e.
Positions of all 62 atoms, in Å:
1 Cd -0.2148 -0.4788 0.3691  1.37
2 N -2.1124 1.3476 1.5107  -0.30
3 N -3.0173 1.8647 0.5613  -0.31
4 C -2.8445 1.4302 -0.8060  0.27
5 O -3.8224 1.6676 -1.5367  -0.85
6 O -1.7293 0.9516 -1.1102  -0.48
7 H -2.4051 0.4632 1.9246  0.16
8 H -1.9554 2.0090 2.2622  0.22
9 H -3.9973 1.8040 0.8048  0.25
10 C 0.8811 -4.7348 -3.2687  -1.33
11 C 0.8459 -3.2414 -3.4031  0.12
12 C 1.1096 -2.5747 -4.5925  -0.50
13 C 1.0693 -1.1886 -4.6313  -0.66
14 C 0.7626 -0.5284 -3.4512  -0.02
15 Br 0.7156 1.3729 -3.4790  -0.16
16 N 0.5095 -1.1271 -2.3157  0.60
17 C 0.5471 -2.4571 -2.2940  -0.84
18 H 1.1748 -5.2087 -4.2063  0.37
19 H -0.0980 -5.1213 -2.9797  0.30
20 H 1.5864 -5.0281 -2.4908  0.29
21 H 1.3504 -3.1338 -5.4908  0.34
22 H 1.2710 -0.6328 -5.5345  0.39
23 H 0.3531 -2.9099 -1.3285  0.60
24 S 0.3256 -0.0678 3.1974  -0.51
25 S 1.0189 -1.9997 3.5247  -0.19
26 S 2.7622 -2.2213 2.4746  -0.20
27 S 2.2847 -2.3071 0.4575  -0.41
28 C -1.2091 -4.1680 0.8991  -1.03
29 Si -1.8665 -2.4247 0.4768  0.30
30 C -2.8592 -2.6479 -1.1482  -1.17
31 C -3.2454 -2.1493 1.7821  -1.34
32 H -2.0092 -4.9115 0.8165  0.34
33 H -0.8133 -4.1767 1.9154  0.24
34 H -0.3829 -4.4666 0.2527  0.28
35 H -3.6770 -3.3665 -1.0134  0.41
36 H -2.2275 -3.0142 -1.9620  0.23
37 H -3.2785 -1.6957 -1.4754  0.29
38 H -3.8716 -3.0435 1.8740  0.39
39 H -3.9001 -1.3236 1.4923  0.32
40 H -2.8189 -1.9277 2.7618  0.29
41 C -0.4260 4.3081 1.0413  -0.08
42 C 0.8723 4.2656 0.2316  -1.22
43 N 1.9270 3.4183 0.7639  0.25
44 C 2.7915 3.9718 1.7939  -0.77
45 C 2.2817 3.7780 3.2225  -0.87
46 C 1.8413 2.0522 0.5914  0.75
47 C 2.9850 1.2049 1.0537  -1.10
48 N 0.8391 1.4884 0.0458  -0.02
49 H -1.2019 4.8362 0.4877  0.37
50 H -0.2822 4.8109 1.9968  0.39
51 H -0.7884 3.2963 1.2354  -0.51
52 H 1.2911 5.2728 0.1288  0.39
53 H 0.6533 3.9202 -0.7829  0.44
54 H 2.9218 5.0357 1.5703  0.36
55 H 3.7770 3.5138 1.7070  0.38
56 H 1.3944 4.3776 3.4204  0.25
57 H 3.0507 4.0666 3.9432  0.38
58 H 2.0231 2.7329 3.3972  0.16
59 H 3.9371 1.5842 0.6761  0.38
60 H 2.8303 0.1828 0.6994  -0.13
61 H 3.0081 1.1538 2.1424  0.24
62 H 0.0620 2.0957 -0.2057  -0.08

Forces on the atoms, in the same order (eV/Å):
Cd -0.02 -0.39 0.39
N -0.17 -0.16 0.11
N 0.00 -0.08 0.10
C 0.06 0.42 -0.17
O -0.15 -0.12 0.08
O 0.12 -0.06 -0.04
H 0.06 0.12 -0.08
H -0.06 -0.07 -0.05
H 0.00 0.00 0.07
C -0.02 -0.04 -0.02
C -0.01 0.12 -0.01
C -0.02 0.06 0.07
C 0.00 -0.13 0.01
C 0.02 0.05 -0.08
Br 0.02 0.04 -0.02
N 0.00 0.01 0.00
C 0.04 0.04 -0.03
H 0.01 -0.01 -0.01
H -0.01 -0.01 0.00
H 0.02 -0.02 0.03
H 0.00 -0.01 0.00
H 0.00 0.00 -0.02
H 0.00 -0.04 0.05
S 0.07 -0.13 -0.09
S -0.17 0.16 0.08
S 0.07 0.02 -0.19
S 0.02 0.02 0.07
C -0.05 0.18 -0.05
Si -0.08 0.03 -0.09
C 0.04 -0.12 0.15
C 0.09 -0.06 -0.13
H -0.05 -0.05 0.01
H 0.00 0.03 0.06
H 0.06 -0.01 -0.08
H -0.03 -0.01 -0.01
H 0.05 -0.02 -0.02
H -0.02 0.09 0.01
H -0.02 -0.04 0.00
H -0.01 0.09 -0.02
H 0.05 0.03 0.05
C 0.10 -0.13 0.02
C -0.03 0.03 -0.04
N 0.09 0.21 -0.01
C 0.03 -0.06 -0.02
C 0.02 0.03 -0.03
C 0.12 0.02 0.26
C -0.02 -0.07 0.05
N -0.29 -0.01 -0.36
H -0.03 0.01 -0.05
H 0.03 0.04 0.06
H 0.04 0.17 -0.06
H -0.03 -0.04 0.03
H -0.01 0.01 0.03
H -0.01 -0.03 0.03
H 0.01 -0.02 -0.01
H -0.05 0.02 -0.02
H 0.03 0.01 0.00
H -0.03 -0.04 0.03
H 0.02 0.04 0.02
H 0.02 0.09 -0.01
H 0.05 0.01 0.02
H 0.05 -0.22 -0.09

***

# 3
Entry from OMol25: a cluster of 9 separate species, H19O9 in total (ωB97M-V/def2-TZVPD).

## Properties
2S+1: 1
gap between HOMO and LUMO: 0.398 hartree
largest force on an atom: 0.750 eV Å⁻¹
energy relative to the best compared isomer or geometry (same formula, charge and spin): 31.1 kcal/mol
HOMO: -13.88 eV
total charge: +1

Last column: Mulliken charge in e.
Positions of all 28 atoms, in Å:
1 O 2.6886 4.7118 13.5169  -0.23
2 H 3.0622 5.0552 14.3691  0.40
3 H 3.4629 4.4137 12.9382  0.47
4 H 2.0492 3.9750 13.7329  0.46
5 O 0.7359 3.0219 13.9241  -0.60
6 H 0.5886 2.5907 13.0668  0.30
7 H 0.1444 2.5800 14.5415  0.29
8 O 0.6277 6.5780 14.6777  -0.57
9 H 0.1205 7.3849 14.8163  0.30
10 H 0.0017 5.8662 14.8471  0.29
11 O 3.8758 4.9635 16.0998  -0.64
12 H 4.4450 4.1873 16.1799  0.32
13 H 3.5910 5.1567 17.0016  0.28
14 O 4.8150 4.0821 12.0582  -0.61
15 H 4.8591 3.7325 11.1601  0.30
16 H 5.6908 4.4470 12.2390  0.26
17 O 2.4543 5.9534 10.7362  -0.58
18 H 1.7502 5.6474 10.1537  0.31
19 H 3.2336 5.4696 10.4506  0.27
20 O 3.4945 1.3886 12.4866  -0.59
21 H 4.4345 1.5898 12.5490  0.29
22 H 3.3989 0.4971 12.8421  0.28
23 O 1.3017 2.6142 11.0918  -0.64
24 H 1.2538 2.0483 10.3131  0.32
25 H 2.0020 2.2062 11.6335  0.30
26 O 4.9103 6.5383 13.8841  -0.64
27 H 4.2938 7.2641 14.0338  0.31
28 H 4.9997 6.0925 14.7337  0.34

Forces on the atoms, in the same order (eV/Å):
O 0.65 -0.14 0.35
H -0.20 0.03 -0.21
H -0.26 0.32 -0.02
H -0.34 -0.03 -0.02
O -0.01 -0.23 -0.21
H -0.15 0.22 -0.18
H 0.15 0.09 0.15
O 0.04 -0.12 0.15
H 0.05 0.01 -0.03
H -0.04 0.06 -0.07
O 0.13 -0.28 -0.07
H -0.06 0.03 0.09
H -0.09 0.13 -0.10
O 0.19 -0.35 -0.13
H -0.10 0.00 0.05
H -0.18 0.28 0.09
O 0.00 -0.08 0.02
H -0.01 0.02 0.06
H 0.01 0.10 -0.09
O 0.02 -0.08 0.16
H -0.04 0.06 -0.02
H -0.01 0.03 -0.05
O 0.21 -0.18 0.45
H -0.14 0.04 0.02
H 0.10 0.02 -0.41
O 0.00 -0.33 -0.13
H 0.08 0.03 -0.03
H 0.00 0.36 0.20

***

# 4
Entry from OMol25: a cluster of 2 separate species, C13H30N3O4P2S in total (ωB97M-V/def2-TZVPD).

## Properties
2S+1: 1
gap between HOMO and LUMO: 0.285 hartree
largest force on an atom: 2.176 eV Å⁻¹
energy relative to the best compared isomer or geometry (same formula, charge and spin): 0.0 kcal/mol
HOMO: -10.85 eV
total charge: +1

Last column: Mulliken charge in e.
Positions of all 53 atoms, in Å:
1 C 2.6309 1.6579 2.0502  0.06
2 C 2.7507 0.4815 1.8824  -0.74
3 C 3.0128 -0.9614 1.8230  -0.51
4 C 1.6775 -1.7265 2.0759  -0.10
5 C 1.7377 -3.1246 1.4051  -1.04
6 P 1.0024 -3.2048 -0.2619  0.76
7 S 1.9204 -1.6927 -1.3708  -0.24
8 O -0.5552 -2.9081 -0.3161  -0.23
9 C -1.3581 -3.6736 0.6273  -0.36
10 C -2.4938 -2.7315 1.1959  -0.83
11 N -2.5605 -1.5076 0.3913  -0.23
12 C -1.9758 -0.3379 1.0707  -0.66
13 C -1.0955 0.5037 0.0741  1.26
14 C -1.2606 2.0035 0.3043  -1.28
15 O -1.4411 0.2396 -1.2707  -0.64
16 P 1.5456 -5.0867 -1.2923  0.19
17 N 3.1568 -5.3328 -0.8187  -0.49
18 O 0.7106 -6.2915 -0.5466  -0.48
19 H 2.4758 2.6534 2.3832  0.47
20 H 3.7455 -1.2021 2.5967  0.42
21 H 3.4612 -1.2621 0.8712  0.30
22 H 0.8112 -1.1399 1.7690  -0.45
23 H 1.6136 -1.8234 3.1626  0.51
24 H 2.7884 -3.4243 1.3014  0.50
25 H 1.2922 -3.8657 2.0752  0.56
26 H 1.1553 -1.7455 -2.4939  0.27
27 H -1.8561 -4.5068 0.1288  0.34
28 H -0.7767 -4.1077 1.4440  0.37
29 H -2.3202 -2.4849 2.2469  0.30
30 H -3.4467 -3.2470 1.0695  0.46
31 H -3.5276 -1.2732 0.2224  0.30
32 H -2.7597 0.3487 1.4118  0.38
33 H -1.3232 -0.6211 1.9013  0.30
34 H -0.0487 0.2184 0.2736  -0.45
35 H -0.6255 2.5293 -0.4041  -0.04
36 H -2.3075 2.2373 0.0969  0.46
37 H -1.0257 2.2681 1.3366  0.40
38 H -1.0316 -0.5901 -1.5224  0.29
39 H 3.6574 -5.9010 -1.4900  0.30
40 H 3.6546 -4.4814 -0.5926  0.24
41 H 0.0612 -6.6344 -1.1729  0.37
42 C -2.1438 5.6752 -1.1532  0.13
43 O -2.1530 4.9837 -0.1524  -0.56
44 N -1.0546 5.9551 -1.8956  0.11
45 C -1.1241 6.7919 -3.0788  -0.93
46 C 0.2279 5.4031 -1.4979  -0.82
47 H -3.0619 6.1458 -1.5423  0.27
48 H -0.7891 6.2235 -3.9488  0.34
49 H -0.4787 7.6628 -2.9491  0.34
50 H -2.1443 7.1294 -3.2478  0.30
51 H 0.1700 4.3145 -1.4871  0.12
52 H 0.4777 5.7447 -0.4923  0.30
53 H 1.0018 5.7194 -2.1931  0.39

Forces on the atoms, in the same order (eV/Å):
C -0.29 0.15 0.39
C 0.72 -0.50 -0.10
C -0.85 0.42 -0.12
C 0.96 -0.16 0.14
C -0.21 0.77 0.51
P 0.64 0.31 0.44
S -0.21 -0.12 0.19
O 1.07 -0.78 0.43
C -1.78 0.11 0.77
C 0.37 0.38 -0.98
N -0.10 -0.01 1.23
C 0.31 0.85 -1.32
C 0.08 -0.10 0.74
C -0.19 -0.95 -0.21
O 0.28 0.33 -0.15
P -0.49 -0.97 -1.89
N -0.86 0.55 0.58
O 0.42 0.71 0.46
H 0.00 0.25 -0.28
H -0.08 -0.13 -0.03
H -0.05 0.23 -0.02
H 0.13 -0.06 -0.19
H -0.28 -0.25 -0.14
H -0.15 -0.09 -0.13
H -0.15 -0.18 -0.47
H 0.07 -0.36 0.39
H 0.39 0.16 -0.42
H 0.24 0.22 -0.19
H -0.03 -0.34 0.01
H 0.16 -0.19 0.32
H 0.00 -0.23 -0.25
H 0.04 -0.30 0.31
H -0.35 -0.09 0.13
H 0.00 0.10 -0.32
H -0.04 0.20 0.20
H 0.14 0.29 0.05
H 0.03 0.12 -0.11
H -0.30 -0.22 0.05
H 0.10 0.13 -0.05
H 0.29 -0.21 0.04
H -0.03 -0.09 0.00
C -0.18 0.06 0.03
O 0.18 -0.02 -0.04
N -0.10 0.07 -0.11
C 0.23 -0.14 0.14
C -0.21 -0.02 0.17
H 0.02 0.02 -0.04
H -0.03 0.11 -0.08
H -0.05 0.05 -0.13
H -0.01 -0.03 0.05
H 0.11 0.00 0.01
H 0.09 -0.07 -0.01
H -0.06 0.04 -0.03